[1]
A single C2H4FNO2 molecule in a non-equilibrium geometry. Source: the Open Molecules 2025 dataset; level of theory: the ωB97M-V functional and the def2-TZVPD basis.

```
10
Properties=species:S:1:pos:R:3:forces:R:3
C 0.070021 0.482790 0.170150 -4.8 -1.3 2.0
C -1.095703 -0.706810 0.004995 2.5 0.7 -0.7
N -2.004855 -0.150466 -1.040121 -1.6 1.7 -2.3
O -1.699091 -0.206117 -2.237121 0.5 -0.6 1.7
O -3.001505 0.445489 -0.655171 0.9 -0.7 0.1
F -1.865135 -0.791237 1.084987 0.3 -0.7 0.9
H -0.670542 1.325563 0.485240 1.9 -0.7 -1.5
H 0.632527 0.357016 -0.700912 0.7 1.1 -1.5
H 0.687130 0.361595 1.036855 0.3 -0.7 0.5
H -0.724973 -1.697084 -0.419651 -0.5 1.2 0.9
```
Forces are in eV/Å.

The calculation puts the lowest unoccupied orbital energy at -0.0021 Ha. The energy above the lowest of the compared OMol25 structures with the same formula, charge and spin comes out at 89.63 kcal/mol. As for the SMILES: C[C@@H](F)[N+](=O)[O-].

[2]
2 unconnected molecules or ions with the total composition C4H5ClF2N3O in a non-equilibrium geometry. Source: the Open Molecules 2025 dataset; level of theory: the ωB97M-V functional and the def2-TZVPD basis.

```
16
Properties=species:S:1:pos:R:3:forces:R:3
C 0.709207 1.168170 0.036469 1.8 -1.1 1.0
C 1.890018 -0.393819 1.483296 0.1 -3.6 -0.4
C -1.022380 -2.369711 -1.150273 0.4 -1.2 0.9
C -1.058277 2.405265 -1.129926 -2.6 0.6 -0.4
N 1.545895 0.471878 0.489374 -1.9 2.2 -1.8
N -0.697717 -1.275247 -0.608137 0.1 0.1 -2.0
N 2.160618 -0.079328 2.621525 0.4 0.1 1.8
O 0.121425 2.125870 -0.397464 1.7 0.7 0.8
F 1.842368 -1.675015 0.965232 0.1 1.5 0.5
F -1.718974 -3.306331 -0.522855 -0.4 0.4 -0.1
Cl -1.438333 -0.804782 0.823475 -0.3 -0.2 0.7
H -0.645825 -2.803947 -2.096551 0.0 1.0 0.4
H -1.649340 3.183142 -0.554787 1.1 -0.8 -0.8
H -1.622478 1.489812 -1.099040 -0.4 -0.3 -0.4
H -0.795028 2.707313 -2.152901 0.0 0.0 0.6
H 2.378821 -0.843271 3.292562 -0.2 0.6 -0.8
```
Forces are in eV/Å.

The calculation puts the lowest unoccupied orbital energy at -0.1672 Ha. The energy above the lowest of the compared OMol25 structures with the same formula, charge and spin comes out at 16.65 kcal/mol. As for the net charge: +1.

[3]
7 unconnected molecules or ions with the total composition H14O7 in a non-equilibrium geometry. Source: the Open Molecules 2025 dataset; level of theory: the ωB97M-V functional and the def2-TZVPD basis.

```
21
Properties=species:S:1:pos:R:3:forces:R:3
O -0.701238 3.414284 0.114463 1.3 4.1 0.0
H -0.058575 3.174321 -0.527173 0.5 -0.6 -0.7
H -1.203701 2.695653 0.331676 -1.7 -3.3 0.7
O 0.573270 -0.073265 -2.292008 -0.4 1.7 2.6
H 0.736636 -0.451283 -3.114200 0.2 -1.4 -1.9
H 0.134463 -0.640720 -1.619646 0.8 0.0 -0.8
O -0.963896 0.742245 0.785940 -1.4 0.3 -1.2
H -0.849295 0.058464 0.113194 -0.1 0.1 0.5
H -0.365046 0.560555 1.488075 0.9 -0.3 0.7
O 1.462421 -2.054308 3.067346 0.0 -0.1 0.1
H 1.454381 -2.126277 4.020128 0.0 -0.3 0.3
H 1.367679 -1.108882 2.918629 0.0 0.0 -0.5
O -0.540028 -1.723583 -0.503792 0.2 -1.5 -1.0
H 0.108901 -2.229408 0.011244 -0.1 0.3 0.3
H -0.645030 -2.304863 -1.296046 -0.3 0.5 0.9
O 1.378795 0.495683 2.054266 -1.1 -1.4 -2.5
H 1.895218 0.878927 1.346412 0.2 0.2 -0.2
H 1.667571 0.833905 2.843641 1.3 1.7 2.9
O -2.016410 0.257370 -3.405950 -0.8 0.7 -0.5
H -2.151083 -0.665240 -3.525125 -0.5 -1.2 -0.4
H -1.285035 0.266422 -2.811075 1.2 0.6 0.7
```
Forces are in eV/Å.

The calculation puts the lowest unoccupied orbital energy at -0.0050 Ha. The energy above the lowest of the compared OMol25 structures with the same formula, charge and spin comes out at 51.47 kcal/mol. As for the SMILES: O.O.O.O.O.O.O.